Computed, not measured: a structure of composition C29H35F10N9Sm in a non-equilibrium geometry, with ωB97M-V with the def2-TZVPD basis set.

Geometry as XYZ:
```
84
Properties=species:S:1:pos:R:3:forces:R:3
Sm 0.511230 0.495812 -0.170195 1.003 0.316 0.370
C 2.368858 3.635771 0.147479 -0.068 0.070 0.003
N 2.673469 2.223015 -0.135474 -0.100 -0.052 -0.111
C 3.223707 2.146287 -1.502087 0.100 -0.448 -0.343
C 3.389386 0.720440 -2.025973 -0.111 0.306 0.173
N 2.097836 0.044510 -2.057218 -0.332 0.852 1.335
C 1.971612 -0.927660 -2.974493 -0.367 -1.122 -1.051
C 2.973088 -1.630691 -3.704714 -0.197 0.234 0.371
F 4.285842 -1.372060 -3.510512 -0.274 -0.115 -0.040
C 2.668301 -2.656434 -4.584977 -0.323 -0.235 -0.158
F 3.661507 -3.294585 -5.208716 -0.199 0.132 0.111
C 1.352744 -3.072902 -4.803573 0.161 0.090 0.131
F 1.080735 -4.098021 -5.622113 0.056 0.230 0.179
C 0.337304 -2.413931 -4.118962 0.047 -0.050 -0.023
F -0.943437 -2.792669 -4.240560 0.181 0.056 -0.088
C 0.665648 -1.370653 -3.283829 0.153 0.520 0.441
F -0.338251 -0.685813 -2.619759 0.416 -0.512 -0.587
C 3.680568 1.757499 0.841957 -0.298 -0.371 0.506
C 3.018004 1.274237 2.134437 -0.135 0.224 -0.214
N 1.961825 0.301761 1.852077 -0.022 0.829 -1.529
C 1.910412 -0.836782 2.558212 -0.495 -1.288 0.940
C 0.657115 -1.498429 2.600473 0.120 0.588 -0.210
F -0.378939 -0.819442 1.952634 0.659 -0.638 0.466
C 0.399553 -2.714901 3.192316 -0.032 0.020 0.034
F -0.812249 -3.274235 3.077333 0.083 0.076 0.110
C 1.410091 -3.348199 3.904079 0.099 0.191 -0.097
F 1.187829 -4.517656 4.515842 0.088 0.194 -0.144
C 2.661660 -2.731791 3.945207 -0.294 -0.273 0.070
F 3.656761 -3.330707 4.597987 -0.117 0.059 -0.074
C 2.910954 -1.536352 3.293428 -0.205 0.302 -0.412
F 4.184578 -1.088641 3.327065 -0.193 -0.067 0.006
H 3.154170 4.296638 -0.241365 -0.042 -0.091 -0.037
H 2.329912 3.790761 1.222177 -0.135 -0.004 0.005
H 1.412210 3.923723 -0.298621 0.080 0.023 0.022
H 4.201159 2.646984 -1.544949 -0.087 0.117 0.046
H 2.531504 2.675362 -2.168229 0.116 -0.022 0.057
H 4.110449 0.154417 -1.420947 0.065 0.191 -0.168
H 3.806138 0.807227 -3.034846 0.029 0.053 0.158
H 4.397708 2.558532 1.063596 0.006 -0.028 -0.108
H 4.227923 0.915824 0.419914 -0.024 0.048 -0.037
H 2.555677 2.121507 2.663682 0.156 0.045 -0.041
H 3.800394 0.891913 2.788595 -0.094 0.046 -0.043
C -4.172203 -2.482388 0.225588 -0.132 0.346 0.007
N -2.950182 -2.864776 -0.459085 0.116 -0.021 -0.211
C -2.723464 -4.295718 -0.617776 -0.045 -0.264 -0.077
C -1.207270 -4.418808 -0.739961 0.021 -0.150 -0.054
N -0.737778 -3.101767 -0.354593 -0.318 0.034 0.042
C 0.681181 -2.869250 -0.390065 -0.002 0.166 0.028
C -1.759395 -2.194911 -0.371753 0.459 0.165 0.039
N -1.555525 -0.908542 -0.356338 -0.104 0.125 0.210
C -2.685549 -0.027025 -0.627502 -0.054 0.104 -0.265
C -2.183551 1.330998 -1.145691 -0.195 -0.193 0.418
N -1.474960 2.061814 -0.090211 -0.053 -0.512 -0.134
C -2.115474 2.988019 0.575535 0.476 0.252 0.030
N -3.397661 3.447273 0.498659 0.148 -0.022 0.235
C -4.590707 2.951809 -0.153065 -0.094 -0.201 -0.321
C -3.556037 4.682552 1.250931 0.009 0.337 0.095
C -2.269064 4.782922 2.064822 -0.016 0.112 0.132
N -1.426711 3.765634 1.467730 -0.285 0.082 0.003
C -0.280068 3.325863 2.218127 0.137 -0.204 -0.193
H -4.744443 -3.384640 0.433442 0.050 0.023 -0.011
H -4.798287 -1.831187 -0.385039 -0.008 -0.006 0.074
H -3.958058 -1.995480 1.177585 -0.005 0.034 0.030
H -3.241259 -4.656027 -1.510375 0.077 -0.073 0.126
H -3.104673 -4.843223 0.250080 0.051 0.088 -0.039
H -0.904177 -4.636772 -1.769236 0.038 -0.017 0.016
H -0.793432 -5.184669 -0.084906 0.007 -0.052 -0.003
H 1.113055 -3.286355 -1.307450 0.015 0.287 0.009
H 1.159949 -3.373148 0.459034 -0.014 0.283 -0.064
H 0.914582 -1.787423 -0.342456 0.093 -1.004 -0.110
H -3.262349 0.155729 0.290160 -0.053 0.020 -0.182
H -3.343787 -0.461703 -1.387931 -0.011 -0.008 0.063
H -3.020842 1.903070 -1.543798 0.188 -0.088 -0.167
H -1.481218 1.179634 -1.975684 -0.199 -0.051 -0.070
H -4.675985 3.288469 -1.190282 0.017 -0.045 0.029
H -5.455295 3.349553 0.382289 0.128 -0.068 0.020
H -4.651684 1.866099 -0.113533 0.000 0.035 -0.031
H -4.446110 4.630315 1.882881 0.086 -0.002 -0.063
H -3.672327 5.533579 0.569483 -0.001 -0.102 0.059
H -2.430393 4.578500 3.130114 -0.013 -0.023 -0.072
H -1.801593 5.765936 1.972960 -0.048 -0.057 0.075
H 0.442794 4.141164 2.275957 0.062 -0.162 0.008
H 0.173132 2.451924 1.723209 -0.037 0.450 0.423
H -0.568171 3.053292 3.241763 0.035 -0.116 -0.124
```
Positions in Å, forces in eV/Å.

## Properties
HOMO-LUMO gap (alpha / beta): 0.225 / 0.283 Ha
HOMO energy (alpha / beta): -9.8 / -9.8 eV
Charge: +1
LUMO (alpha / beta): -3.6768 / -2.1355 eV
Multiplicity: 6

Computed, not measured: a structure of composition C29H35IKN5O4, with ωB97M-V with the def2-TZVPD basis set.

Geometry as XYZ:
```
75
Properties=species:S:1:pos:R:3:forces:R:3
K -0.039381 0.193903 0.033464 -0.786 0.137 -0.228
C -2.945886 -2.080232 1.489069 -0.015 -0.012 -0.002
N -1.905963 -2.662783 0.661440 0.254 0.027 -0.194
C -2.308881 -2.790656 -0.740741 -0.127 -0.029 0.155
C -1.159916 -2.615836 -1.749485 0.115 -0.003 -0.105
C -1.219244 -1.333300 -2.618469 0.348 0.045 0.114
N 0.038627 -0.611841 -2.477018 -0.389 -0.147 -0.166
C 0.729845 -0.271666 -3.481280 0.374 0.171 0.191
C 2.005010 0.467188 -3.409077 -0.386 -0.262 -0.064
C 2.623048 0.777655 -4.618294 0.037 0.039 -0.089
C 3.831583 1.451311 -4.697480 -0.091 -0.056 0.177
C 4.447318 1.805051 -3.485049 0.134 0.061 0.043
C 3.885895 1.515634 -2.264911 -0.152 0.002 -0.173
C 2.611898 0.851767 -2.145327 -0.143 -0.092 -0.075
O 2.072561 0.644686 -1.030796 0.803 0.075 -0.347
C -1.346271 -3.879605 1.249735 -0.340 0.046 -0.010
C 0.166548 -4.024935 1.130371 0.107 -0.157 -0.108
C 0.919828 -2.853255 1.761310 0.142 0.063 -0.187
N 2.073029 -2.502305 0.939030 -0.172 -0.099 0.053
C 2.758466 -1.452033 1.137510 -0.174 0.600 0.315
C 2.709152 -0.340528 2.145690 0.175 -0.334 -0.117
C 3.964346 0.200664 2.440184 0.072 -0.059 -0.084
C 4.177922 1.207774 3.365961 -0.168 -0.104 -0.051
C 3.052374 1.717673 4.025878 0.013 0.121 0.067
C 1.790167 1.261595 3.732523 0.038 -0.100 -0.074
C 1.539898 0.251357 2.742277 -0.083 -0.063 -0.064
O 0.349773 -0.023029 2.389938 0.122 -0.084 0.787
H -3.811257 -2.757021 1.631614 0.004 0.003 -0.016
H -3.289754 -1.149842 1.036752 0.030 0.004 0.011
H -2.527105 -1.848450 2.470099 -0.034 0.035 -0.001
H -3.055533 -2.014547 -0.918602 0.021 0.008 -0.041
H -2.813784 -3.763311 -0.893634 0.004 0.007 -0.020
H -1.064065 -3.485724 -2.406416 -0.114 -0.047 0.042
H -0.228148 -2.582831 -1.185578 0.049 0.102 -0.044
H -2.013280 -0.679490 -2.243868 0.024 0.039 0.036
H -1.448540 -1.566304 -3.670941 0.032 -0.045 -0.028
H 0.392674 -0.540960 -4.499392 0.030 0.051 -0.047
H 2.108917 0.472254 -5.528354 0.063 0.020 -0.033
H 4.287649 1.690479 -5.649323 -0.002 -0.007 -0.020
H 5.401487 2.327174 -3.503184 -0.007 -0.004 -0.042
H 4.368584 1.804776 -1.337347 0.014 0.001 -0.003
H -1.848135 -4.762976 0.812441 0.050 -0.031 0.026
H -1.618183 -3.875390 2.310099 0.078 0.002 0.019
H 0.456674 -4.089266 0.080199 -0.001 0.070 0.009
H 0.464242 -4.985921 1.567500 -0.042 0.016 0.062
H 1.255534 -3.078458 2.780914 -0.026 -0.081 0.017
H 0.231502 -2.015536 1.850415 0.040 0.204 0.089
H 3.593651 -1.320476 0.446239 0.045 -0.038 0.015
H 4.810117 -0.205754 1.890180 0.037 0.032 0.045
H 5.172557 1.590553 3.552633 0.001 0.030 0.024
H 3.163785 2.514354 4.756786 0.047 -0.004 0.002
H 0.909257 1.685234 4.202444 0.022 0.025 0.035
N -1.397610 3.634542 1.316023 -0.012 -0.079 -0.014
C -2.602608 3.311477 2.093077 0.047 -0.042 -0.102
C -3.045422 1.877470 1.823904 0.049 0.173 0.391
C -3.440797 1.630343 0.358691 -0.187 -0.400 -0.314
O -4.485298 2.182768 -0.039863 0.150 0.070 0.070
O -2.698140 0.834091 -0.289229 0.025 0.110 0.048
H -0.891028 2.781420 1.104053 -0.001 0.091 -0.072
H -0.748490 4.214610 1.831290 -0.073 0.050 0.055
H -3.414764 3.982105 1.797225 0.013 0.032 0.011
H -2.434244 3.436784 3.171378 -0.016 -0.013 0.019
H -3.927074 1.674459 2.442219 0.021 -0.010 -0.050
H -2.244930 1.201283 2.140932 -0.014 -0.038 -0.089
I 4.343071 5.253973 2.281561 0.225 0.145 0.204
C 3.161624 4.742414 0.659934 -0.311 -0.200 -0.276
C 3.278114 5.391967 -0.559035 0.119 0.032 0.146
C 2.443271 4.991957 -1.584518 -0.071 -0.013 -0.099
C 1.539693 3.964958 -1.351396 0.009 -0.237 -0.052
N 1.440162 3.327041 -0.192507 -0.086 0.321 0.340
C 2.231434 3.719262 0.805232 0.058 -0.184 -0.108
H 4.011970 6.175686 -0.696989 -0.031 0.021 -0.022
H 2.487515 5.452838 -2.562511 0.055 0.020 0.015
H 0.886034 3.615583 -2.143043 -0.014 0.008 0.014
H 2.144339 3.181502 1.745086 -0.027 -0.036 -0.017
```
Positions in Å, forces in eV/Å.

## Properties
HOMO-LUMO gap: 0.198 Ha
HOMO energy: -1.9 eV
Charge: -2
LUMO: 3.5270 eV

Computed, not measured: a structure of composition C29H35IrN4O5PSSeTe in a non-equilibrium geometry, with ωB97M-V with the def2-TZVPD basis set.

Geometry as XYZ:
```
78
Properties=species:S:1:pos:R:3:forces:R:3
Ir 0.065509 0.003761 -2.227544 0.000 -1.141 1.272
O -1.778698 -3.839594 -1.361714 0.210 -0.051 0.163
S -1.536396 -2.482607 -1.809566 -0.140 0.239 -0.027
O -2.365803 -2.129128 -2.980297 -0.089 -0.224 0.043
O -0.064034 -2.298713 -2.200647 -0.109 0.475 -0.575
O -1.747331 -1.451187 -0.746114 0.026 -0.088 -0.169
Se 1.403525 1.283582 -3.566191 0.272 -0.047 -0.325
C -3.339466 1.962521 -5.648492 -0.016 -0.091 -0.061
N -3.020990 2.766687 -4.482828 0.052 0.004 0.077
C -4.091683 2.616085 -3.502925 -0.010 -0.091 -0.007
N -4.375234 1.228395 -3.138926 0.021 0.066 -0.020
C -4.606409 0.444121 -4.348005 -0.036 -0.066 -0.034
N -3.547548 0.548073 -5.356783 -0.022 0.080 0.049
C -2.315059 -0.122415 -4.913614 0.029 -0.287 -0.015
P -1.736796 0.587888 -3.306851 -0.304 1.036 -0.418
C -1.726140 2.344641 -3.914772 -0.059 0.067 -0.105
C -3.295195 0.643945 -2.331988 -0.023 -0.124 0.039
H -2.530759 2.056529 -6.377538 0.003 0.006 0.007
H -4.263054 2.348341 -6.094778 0.005 0.011 0.004
H -5.004755 3.047773 -3.927860 0.003 0.000 -0.001
H -3.819577 3.163578 -2.599386 -0.007 0.016 0.000
H -5.532862 0.800007 -4.811090 -0.007 0.011 0.006
H -4.724652 -0.603849 -4.068529 0.019 0.004 0.004
H -1.529337 0.016832 -5.660340 0.016 0.083 0.016
H -2.499690 -1.184644 -4.787368 0.045 0.022 -0.011
H -0.959991 2.425681 -4.685304 0.016 -0.031 0.001
H -1.439274 2.989014 -3.090443 -0.001 0.006 0.062
H -3.122191 1.248249 -1.441479 0.023 0.058 -0.008
H -3.553835 -0.363247 -2.018070 0.065 -0.016 -0.020
C 4.029038 -5.007573 4.825854 0.004 -0.005 -0.003
C 3.300006 -4.170444 3.806479 0.017 0.002 -0.024
C 2.055853 -3.626437 4.076608 0.005 -0.021 -0.035
C 1.377484 -2.840232 3.142022 -0.160 -0.024 0.003
C -0.014963 -2.378121 3.517215 0.014 0.001 -0.021
C 1.960874 -2.545869 1.902640 0.005 0.167 -0.214
Te 0.959563 -0.999522 0.545640 0.955 -0.768 1.255
N 0.058833 0.993955 -0.555213 -1.188 0.548 -0.540
C -0.744802 2.036375 -0.298297 0.601 0.075 0.254
O -1.050185 2.946091 -1.083858 -0.273 0.004 -0.270
C -1.314392 2.211251 1.115032 0.155 0.039 -0.061
C -1.606061 1.172809 1.990519 -0.032 -0.072 -0.123
C -2.193511 1.428068 3.224418 0.001 -0.021 -0.002
C -2.505291 2.725626 3.599919 -0.005 -0.014 0.007
C -2.238317 3.769640 2.722781 0.014 0.016 -0.021
C -1.656114 3.510594 1.492077 0.131 0.007 0.052
C 2.337344 0.403022 1.423420 -0.345 0.339 -0.095
C 2.024277 0.848570 2.706741 0.056 -0.095 0.018
C 2.706933 1.894810 3.311154 0.045 -0.026 0.014
C 3.719235 2.534700 2.614634 -0.018 -0.011 -0.011
C 4.045650 2.096823 1.340217 0.015 0.004 0.036
C 3.374880 1.038661 0.726992 0.083 -0.129 -0.049
C 3.806191 0.615543 -0.650512 -0.059 0.048 0.028
C 3.190922 -3.155737 1.605343 0.000 0.087 -0.147
C 3.847665 -2.979209 0.257995 0.026 0.001 0.019
C 3.843675 -3.943485 2.548014 -0.033 -0.032 0.062
H 3.472369 -5.054031 5.763141 -0.001 -0.003 -0.002
H 5.017577 -4.595105 5.043151 -0.003 0.002 0.001
H 4.175987 -6.031567 4.472194 -0.006 0.005 -0.004
H 1.584519 -3.830172 5.035571 -0.003 0.004 -0.009
H -0.494701 -3.120612 4.159680 0.025 0.008 0.013
H -0.635977 -2.237508 2.634976 -0.023 0.005 0.015
H -0.001485 -1.432357 4.065977 0.024 0.051 -0.034
H -1.407593 0.156640 1.689220 0.083 -0.135 -0.067
H -2.416642 0.599462 3.886726 -0.010 0.001 -0.002
H -2.966610 2.922275 4.561406 0.008 -0.002 0.001
H -2.493251 4.787807 2.995605 0.017 0.000 0.007
H -1.451703 4.307346 0.789708 -0.027 0.001 -0.008
H 1.215449 0.372460 3.245351 -0.073 -0.007 -0.006
H 2.431871 2.215565 4.309339 -0.018 0.016 -0.013
H 4.240204 3.380285 3.049530 0.022 -0.020 0.014
H 4.833304 2.599281 0.788122 0.001 -0.008 0.001
H 4.527467 1.324781 -1.059726 0.014 -0.005 0.004
H 2.969239 0.567110 -1.345242 0.017 0.021 0.011
H 4.270433 -0.371474 -0.623344 -0.034 0.038 -0.040
H 3.115695 -2.749812 -0.515404 0.002 -0.006 0.007
H 4.388136 -3.884419 -0.028746 0.003 0.000 0.012
H 4.569426 -2.158913 0.281580 -0.003 -0.026 0.033
H 4.799225 -4.397268 2.292793 -0.006 0.012 -0.015
```
Positions in Å, forces in eV/Å.

## Properties
HOMO-LUMO gap (alpha / beta): 0.214 / 0.215 Ha
HOMO energy (alpha / beta): -1.6 / -1.7 eV
Charge: -2
LUMO (alpha / beta): 4.1665 / 4.1663 eV
Multiplicity: 2

What is the formula in the first record?
C29H35F10N9Sm

Which value of charge does entry 3 give?
-2

Among the records above, which one has the highest charge?
C29H35F10N9Sm

charge of number 1 (C29H35F10N9Sm)?
+1